Entry 1:
# C2H2FIO

A 2-piece molecular cluster, C2H2FIO overall at a distorted geometry (the ωB97M-V functional and the def2-TZVPD basis, OMol25).

Its HOMO energy is -8.4812 eV. As for the multiplicity: 1. Its net charge is 0. Its frontier orbital gap is 8.809 eV. Its molar mass is 187.94 u. The calculation puts the strongest force on any atom at 6.28 eV/Å.

Geometry (Å):
C1 -0.60 0.73 0.90
C2 0.49 -0.53 -0.48
O1 -1.73 0.50 0.84
F1 1.70 0.13 -0.67
I1 -0.75 -0.92 -2.12
H1 0.13 1.35 1.33
H2 0.76 -1.26 0.20


Entry 2:
# C19H47AgCl4F2N4O10S2

C19H47AgCl4F2N4O10S2 as an isolated structure at a distorted geometry (the ωB97M-V functional and the def2-TZVPD basis, OMol25).

Its HOMO energy (spin up / spin down) is -11.0219 / -11.0219 eV. As for the multiplicity: 2. Its net charge is +1. Its frontier orbital gap (spin up / spin down) is 5.177 / 1.350 eV. Its molar mass is 843.41 u. The calculation puts the strongest force on any atom at 10.10 eV/Å.

Geometry (Å):
Ag1 4.58 -2.25 2.09
N1 2.43 -0.66 0.19
S1 2.30 0.62 -0.58
O1 1.42 1.65 -0.09
O2 2.49 0.50 -2.05
F1 3.76 1.16 -0.23
S2 0.86 -1.16 -0.24
O3 0.65 -1.53 -1.64
O4 -0.25 -0.58 0.51
F2 1.02 -2.61 0.38
Cl1 -3.24 -5.86 1.97
C1 -3.41 -5.38 0.25
C2 -3.76 -6.53 -0.65
Cl2 -2.46 -7.80 -0.77
H1 -2.52 -4.89 -0.16
H2 -4.25 -4.70 0.18
H3 -4.04 -6.27 -1.67
H4 -4.64 -7.02 -0.25
Cl3 0.65 -1.44 -8.16
C3 1.74 -0.78 -6.91
C4 1.89 0.78 -6.95
Cl4 2.44 1.42 -8.50
H5 2.68 -1.32 -7.05
H6 1.33 -0.91 -5.91
H7 2.64 1.09 -6.22
H8 0.95 1.25 -6.63
C5 -3.31 0.10 -4.27
C6 -4.01 -0.89 -3.34
C7 -5.54 -1.00 -3.74
O5 -3.33 -2.09 -3.48
H9 -2.23 0.13 -4.13
H10 -3.67 1.12 -4.11
H11 -3.53 -0.24 -5.28
H12 -3.95 -0.61 -2.29
H13 -5.97 -1.74 -3.06
H14 -5.64 -1.50 -4.70
H15 -6.12 -0.09 -3.86
H16 -2.43 -1.91 -3.21
C8 -4.35 3.73 0.61
C9 -3.57 3.18 1.83
C10 -2.68 4.24 2.52
O6 -4.44 2.59 2.76
H17 -4.88 2.87 0.21
H18 -3.83 4.29 -0.17
H19 -5.19 4.37 0.89
H20 -2.83 2.49 1.43
H21 -2.20 3.70 3.34
H22 -3.20 5.13 2.87
H23 -1.91 4.60 1.85
H24 -5.17 2.21 2.26
C11 0.72 6.22 -2.73
C12 2.25 6.30 -2.46
C13 3.17 5.67 -3.54
O7 2.60 7.67 -2.34
H25 0.44 6.79 -3.62
H26 0.11 6.47 -1.87
H27 0.43 5.18 -2.90
H28 2.40 5.72 -1.54
H29 2.88 4.65 -3.75
H30 4.21 5.65 -3.21
H31 2.99 6.30 -4.41
H32 1.98 8.02 -1.69
O8 1.76 -2.21 4.61
C14 0.95 -1.86 5.47
N2 -0.11 -1.15 5.09
C15 1.21 -2.10 6.94
H33 -0.86 -0.93 5.72
H34 -0.20 -0.98 4.10
H35 1.78 -1.26 7.34
H36 1.68 -3.09 7.02
H37 0.25 -2.30 7.42
O9 4.54 1.03 4.10
C16 4.51 2.22 4.36
N3 5.51 2.94 4.80
C17 3.17 2.92 4.15
H38 6.41 2.58 5.10
H39 5.34 3.93 4.91
H40 3.28 3.81 3.52
H41 2.82 3.33 5.10
H42 2.29 2.34 3.87
O10 3.18 -5.76 2.41
C18 2.58 -6.81 2.51
N4 2.15 -7.36 1.42
C19 2.17 -7.47 3.83
H43 1.55 -8.16 1.35
H44 2.41 -6.98 0.52
H45 2.47 -6.78 4.62
H46 2.64 -8.43 4.05
H47 1.09 -7.57 3.86


Entry 3:
# C19H24N4O3

An isolated molecule of C19H24N4O3 (the ωB97M-V functional and the def2-TZVPD basis, OMol25).

Its HOMO energy is -8.3155 eV. As for the multiplicity: 1. Its net charge is 0. Its frontier orbital gap is 8.868 eV. Its molar mass is 356.43 u. The calculation puts the strongest force on any atom at 0.07 eV/Å.

Geometry (Å):
H1 -9.11 -8.04 -0.53
N1 -8.95 -8.65 -1.32
C1 -7.80 -8.47 -1.82
N2 -7.27 -9.13 -2.90
C2 -5.99 -8.67 -3.15
C3 -5.73 -7.72 -2.24
C4 -4.48 -6.97 -2.08
O1 -3.50 -7.32 -2.73
N3 -4.43 -5.94 -1.21
C5 -5.53 -5.25 -0.53
C6 -4.96 -3.86 -0.26
C7 -5.15 -2.93 -1.46
C8 -3.48 -4.19 0.02
N4 -2.57 -3.07 -0.02
C9 -2.00 -2.55 1.10
O2 -2.22 -2.98 2.22
C10 -1.09 -1.36 0.87
C11 0.06 -1.31 1.87
C12 0.96 -0.13 1.62
C13 0.67 1.11 2.19
C14 1.48 2.20 1.92
C15 2.57 2.08 1.08
C16 2.88 0.85 0.50
C17 4.05 0.71 -0.43
C18 2.06 -0.24 0.78
C19 -3.15 -5.25 -1.02
O3 -6.84 -7.58 -1.41
H2 -7.77 -9.85 -3.39
H3 -5.36 -9.05 -3.93
H4 -6.42 -5.21 -1.16
H5 -5.80 -5.76 0.40
H6 -5.42 -3.41 0.62
H7 -4.71 -3.37 -2.37
H8 -6.21 -2.77 -1.65
H9 -4.68 -1.96 -1.29
H10 -3.41 -4.60 1.02
H11 -2.34 -2.66 -0.91
H12 -1.70 -0.45 0.97
H13 -0.70 -1.37 -0.16
H14 0.64 -2.24 1.79
H15 -0.35 -1.28 2.88
H16 -0.18 1.21 2.85
H17 1.26 3.16 2.37
H18 3.21 2.93 0.88
H19 4.44 -0.31 -0.44
H20 3.77 0.96 -1.46
H21 4.87 1.38 -0.15
H22 2.30 -1.20 0.34
H23 -2.82 -4.81 -1.97
H24 -2.38 -5.95 -0.70


Entry 4:
# C45H102FO9P

A 7-piece molecular cluster, C45H102FO9P overall at a distorted geometry (the ωB97M-V functional and the def2-TZVPD basis, OMol25).

Its HOMO energy is -8.3492 eV. As for the multiplicity: 1. Its net charge is 0. Its frontier orbital gap is 8.945 eV. Its molar mass is 837.27 u. The calculation puts the strongest force on any atom at 4.31 eV/Å.

Geometry (Å):
C1 -1.50 -6.33 5.45
C2 -2.99 -6.58 4.91
C3 -3.29 -5.87 3.50
O1 -4.19 -6.40 2.81
O2 -2.58 -4.70 3.14
C4 -1.95 -4.82 1.84
C5 -2.32 -3.57 0.88
P1 -0.79 -2.47 0.52
C6 -1.46 -1.13 -0.63
C7 -0.61 0.26 -0.60
C8 0.96 0.06 -0.71
C9 1.85 1.38 -0.68
C10 1.19 2.71 -1.28
C11 1.21 3.83 -0.11
C12 -0.26 3.93 0.53
C13 -0.41 3.19 1.95
C14 -2.00 2.90 2.14
C15 -2.42 3.15 3.67
C16 -4.01 3.00 3.84
C17 -4.78 2.46 2.54
O3 -6.16 2.15 2.95
C18 -6.77 1.29 1.96
C19 0.38 -3.66 -0.40
F1 -0.14 -3.93 -1.72
C20 1.90 -3.19 -0.45
C21 2.97 -4.40 -0.54
H1 -0.81 -7.07 4.94
H2 -1.46 -6.45 6.59
H3 -1.18 -5.27 5.17
H4 -3.71 -6.18 5.72
H5 -3.16 -7.71 4.87
H6 -2.27 -5.78 1.30
H7 -0.81 -4.92 1.98
H8 -3.18 -2.98 1.35
H9 -2.68 -4.00 -0.13
H10 -1.64 -1.49 -1.69
H11 -2.50 -0.84 -0.22
H12 -1.01 0.84 -1.51
H13 -0.87 0.90 0.31
H14 1.17 -0.55 -1.66
H15 1.28 -0.56 0.21
H16 2.25 1.51 0.39
H17 2.79 1.16 -1.31
H18 1.90 3.11 -2.10
H19 0.18 2.58 -1.78
H20 1.46 4.87 -0.52
H21 1.98 3.61 0.70
H22 -0.54 5.02 0.66
H23 -1.03 3.43 -0.17
H24 0.14 2.19 2.02
H25 -0.08 3.84 2.84
H26 -2.22 1.85 1.75
H27 -2.52 3.71 1.51
H28 -2.03 4.18 3.98
H29 -1.85 2.38 4.30
H30 -4.18 2.23 4.68
H31 -4.49 3.99 4.16
H32 -4.35 1.47 2.15
H33 -4.83 3.20 1.68
H34 -6.26 0.27 1.87
H35 -7.88 1.13 2.19
H36 -6.69 1.82 0.95
H37 0.37 -4.65 0.19
H38 2.23 -2.54 0.42
H39 2.02 -2.57 -1.42
H40 3.72 -4.17 -1.37
H41 2.46 -5.41 -0.66
H42 3.56 -4.41 0.45
C22 -8.95 -0.74 5.00
C23 -9.98 0.24 4.47
O4 -10.78 -0.29 3.42
C24 -11.55 -1.44 3.74
C25 -12.55 -1.21 4.86
H43 -8.29 -1.08 4.20
H44 -8.34 -0.27 5.78
H45 -9.41 -1.63 5.43
H46 -9.46 1.11 4.06
H47 -10.61 0.62 5.28
H48 -10.89 -2.29 3.96
H49 -12.10 -1.71 2.83
H50 -12.05 -0.95 5.80
H51 -13.14 -2.11 5.03
H52 -13.22 -0.39 4.61
C26 3.72 7.21 -4.92
C27 3.46 5.71 -5.02
O5 2.49 5.24 -4.09
C28 1.19 5.80 -4.20
C29 0.54 5.56 -5.55
H53 4.04 7.48 -3.91
H54 4.49 7.51 -5.63
H55 2.82 7.79 -5.14
H56 4.39 5.18 -4.79
H57 3.18 5.43 -6.04
H58 1.22 6.87 -3.96
H59 0.58 5.33 -3.42
H60 1.10 6.02 -6.36
H61 -0.47 5.98 -5.56
H62 0.48 4.49 -5.76
C30 -1.04 10.31 -6.09
C31 -1.29 8.82 -6.19
O6 -2.26 8.34 -5.26
C32 -3.56 8.90 -5.37
C33 -4.22 8.67 -6.72
H63 -0.72 10.58 -5.08
H64 -0.26 10.61 -6.80
H65 -1.93 10.89 -6.31
H66 -0.36 8.29 -5.97
H67 -1.57 8.53 -7.21
H68 -3.53 9.97 -5.12
H69 -4.17 8.43 -4.59
H70 -3.65 9.13 -7.53
H71 -5.23 9.09 -6.73
H72 -4.28 7.60 -6.93
C34 0.82 -3.07 8.81
C35 0.56 -1.67 8.30
O7 1.42 -1.28 7.23
C36 1.36 -2.08 6.06
C37 -0.02 -2.10 5.41
H73 1.86 -3.17 9.14
H74 0.16 -3.30 9.65
H75 0.65 -3.83 8.04
H76 0.74 -0.96 9.11
H77 -0.49 -1.54 8.00
H78 1.71 -3.09 6.27
H79 2.07 -1.65 5.35
H80 -0.77 -2.54 6.08
H81 0.00 -2.70 4.50
H82 -0.34 -1.09 5.17
C38 4.29 -7.38 -3.66
C39 4.17 -5.92 -4.06
O8 5.26 -5.12 -3.63
C40 6.55 -5.49 -4.11
C41 6.65 -5.44 -5.63
H83 4.39 -7.48 -2.58
H84 3.41 -7.94 -3.99
H85 5.17 -7.85 -4.11
H86 3.28 -5.50 -3.59
H87 4.03 -5.82 -5.14
H88 6.83 -6.47 -3.73
H89 7.26 -4.77 -3.69
H90 5.97 -6.14 -6.11
H91 7.67 -5.69 -5.95
H92 6.41 -4.44 -6.00
C42 11.19 -3.02 -4.02
C43 9.98 -2.58 -3.21
O9 9.50 -3.59 -2.33
C44 10.41 -4.06 -1.34
C45 10.89 -2.97 -0.40
H93 10.95 -3.91 -4.61
H94 11.50 -2.22 -4.70
H95 12.04 -3.26 -3.39
H96 9.16 -2.35 -3.89
H97 10.19 -1.66 -2.65
H98 11.25 -4.57 -1.82
H99 9.87 -4.81 -0.76
H100 11.44 -2.19 -0.93
H101 11.55 -3.39 0.36
H102 10.05 -2.49 0.10


Entry 5:
# C7H42NO13

A 14-piece molecular cluster, C7H42NO13 overall at a distorted geometry (the ωB97M-V functional and the def2-TZVPD basis, OMol25).

Its HOMO energy (spin up / spin down) is -16.0593 / -16.0594 eV. As for the multiplicity: 2. Its net charge is +2. Its frontier orbital gap (spin up / spin down) is 9.737 / 6.197 eV. Its molar mass is 348.41 u. The calculation puts the strongest force on any atom at 2.41 eV/Å.

Geometry (Å):
C1 -1.78 -2.17 -0.23
C2 -0.41 -2.22 -0.84
C3 0.64 -1.49 0.08
C4 2.05 -0.60 -1.88
C5 1.56 -0.48 -0.57
C6 1.70 0.82 0.12
C7 2.95 0.36 -2.58
N1 -2.32 -0.73 -0.51
H1 -2.59 -2.78 -0.61
H2 -1.81 -2.32 0.83
H3 -0.31 -1.79 -1.84
H4 -0.06 -3.25 -0.90
H5 1.13 -2.20 0.78
H6 0.04 -0.82 0.70
H7 2.09 -1.54 -2.42
H8 0.99 1.45 -0.48
H9 2.74 1.09 -0.08
H10 1.51 0.75 1.19
H11 3.73 -0.22 -3.07
H12 2.39 0.96 -3.32
H13 3.45 1.03 -1.88
H14 -2.19 -0.04 0.25
H15 -3.30 -0.66 -0.77
H16 -1.78 -0.32 -1.32
H17 1.62 3.20 1.91
H18 1.74 4.66 1.43
O1 1.19 3.87 1.36
H19 -0.59 -3.42 3.87
H20 -0.61 -2.63 2.67
O2 0.03 -3.18 3.17
H21 0.36 -0.15 -5.52
H22 -0.34 -1.32 -4.93
O3 -0.53 -0.42 -5.25
H23 0.87 -3.25 -3.87
H24 -0.62 -3.53 -4.16
O4 -0.03 -3.03 -3.58
H25 -0.66 4.10 1.58
H26 -1.14 4.30 2.94
O5 -1.49 4.01 2.09
H27 -2.66 2.75 -0.29
H28 -2.80 2.21 1.16
O6 -3.18 2.17 0.27
H29 -0.23 0.86 -2.25
H30 -1.72 1.11 -2.48
O7 -1.02 1.21 -1.81
H31 -2.67 -1.62 3.09
H32 -1.93 -0.28 2.66
O8 -2.27 -1.14 2.35
H33 -2.03 -0.42 -4.01
H34 -3.58 0.04 -3.89
O9 -2.77 -0.18 -3.43
H35 -0.79 1.97 2.16
H36 -1.74 1.63 3.39
O10 -1.47 1.38 2.50
H37 2.69 1.30 3.31
H38 2.16 2.38 4.40
O11 2.50 2.22 3.52
H39 0.76 -0.79 3.19
H40 1.47 -1.99 3.52
O12 1.67 -1.10 3.16
H41 3.87 -1.19 1.29
H42 5.12 -0.57 0.70
O13 4.17 -0.60 0.58


Entry 6:
# C4H6N2OS

An isolated molecule of C4H6N2OS at a distorted geometry (the ωB97M-V functional and the def2-TZVPD basis, OMol25).

Its HOMO energy is -9.2897 eV. As for the multiplicity: 1. Its net charge is 0. Its frontier orbital gap is 8.863 eV. Its molar mass is 130.17 u. The calculation puts the strongest force on any atom at 6.13 eV/Å.

Geometry (Å):
C1 -1.40 -0.62 2.80
C2 -0.36 -0.80 1.96
N1 -0.12 -0.25 0.69
S1 1.35 -0.91 -0.04
C3 -1.14 0.12 -0.29
N2 -1.02 0.43 -1.62
C4 0.14 1.05 -2.10
O1 0.69 2.11 -1.56
H1 -1.30 -1.31 3.85
H2 -2.23 0.17 2.62
H3 0.52 -1.65 2.04
H4 1.95 0.27 0.17
H5 -2.23 -0.25 0.02
H6 0.63 0.65 -3.15